Below is a structure of composition C31H27ClKN3O4P, with properties calculated with ωB97M-V with the def2-TZVPD basis set.

CARTESIAN COORDINATES (ANGSTROEM)
K (1.3206, -0.1467, -1.2712)
O (2.3059, 5.6190, -0.9816)
C (0.9928, 5.5177, -0.9428)
O (0.2655, 6.4472, -0.6665)
C (0.4227, 4.1784, -1.2637)
C (-0.9039, 3.9986, -1.5467)
N (-1.0713, 2.6976, -1.8139)
N (0.0598, 1.9829, -1.6986)
C (0.9901, 2.8759, -1.3626)
C (2.4527, 2.4854, -1.1206)
O (3.2919, 3.3479, -1.5023)
O (2.6872, 1.3816, -0.5729)
H (2.7011, 4.7240, -1.1800)
H (-1.7121, 4.7161, -1.5675)
H (-1.9357, 2.2101, -1.9563)
C (2.3280, -1.7371, 2.7190)
C (1.3054, -1.0545, 3.6068)
C (1.5786, -0.9176, 4.9684)
C (0.6732, -0.3229, 5.8373)
C (-0.5368, 0.1385, 5.3444)
C (-0.8243, 0.0115, 3.9870)
C (0.0778, -0.5705, 3.0970)
P (-0.2472, -0.8342, 1.2844)
C (-1.6373, 0.3512, 0.9277)
C (-1.3696, 1.6973, 1.2363)
C (-2.2982, 2.7041, 1.0260)
C (-3.5205, 2.3866, 0.4438)
C (-3.7737, 1.0752, 0.0676)
C (-2.8510, 0.0381, 0.2922)
C (-3.1969, -1.3614, -0.1854)
C (-0.9035, -2.5236, 1.3044)
C (-1.6309, -3.0148, 2.3990)
C (-2.1723, -4.2859, 2.4398)
C (-1.9620, -5.1110, 1.3067)
C (-1.2433, -4.6799, 0.2223)
C (-0.6389, -3.3640, 0.1526)
C (0.0994, -2.9761, -0.9724)
H (3.1740, -2.0933, 3.3111)
H (2.7069, -1.0506, 1.9588)
H (1.8933, -2.5940, 2.1934)
H (2.5261, -1.2905, 5.3530)
H (0.9098, -0.2306, 6.8936)
H (-1.2616, 0.5951, 6.0107)
H (-1.7772, 0.3688, 3.6201)
H (-0.4084, 1.9529, 1.6712)
H (-2.0596, 3.7290, 1.2884)
H (-4.2638, 3.1580, 0.2677)
H (-4.7213, 0.8287, -0.4066)
H (-4.0762, -1.3212, -0.8332)
H (-3.4110, -2.0381, 0.6471)
H (-2.3728, -1.8198, -0.7468)
H (-1.7945, -2.3638, 3.2511)
H (-2.7283, -4.6352, 3.3047)
H (-2.3863, -6.1121, 1.2926)
H (-1.1108, -5.3369, -0.6371)
H (0.2748, -3.6595, -1.7996)
H (0.5525, -2.0214, -1.0266)
Cl (1.1671, 0.8860, -7.4248)
C (2.0881, 0.2696, -6.0876)
C (3.4148, -0.0549, -6.2389)
C (4.0986, -0.5332, -5.1446)
C (3.4211, -0.6685, -3.9406)
N (2.1344, -0.3632, -3.7979)
C (1.4771, 0.1056, -4.8526)
H (3.9001, 0.0703, -7.1999)
H (5.1467, -0.7934, -5.2146)
H (3.9338, -1.0323, -3.0532)
H (0.4293, 0.3642, -4.7167)

Relative energy (zero: lowest compared OMol25 entry of this formula, charge and spin) ... 0.9414 eV
HOMO ... -2.937 eV
Total charge ... -1
Electronic energy ... -83384.390 eV


Below is a cluster of 2 separate species, C7H6O3 in total, with properties calculated with ωB97M-V with the def2-TZVPD basis set.

CARTESIAN COORDINATES (ANGSTROEM)
C (1.9918, 1.8966, -0.8863)
C (1.0161, 2.1165, -1.8246)
C (1.4507, 0.7652, -1.8613)
C (2.7175, 2.0787, 0.1821)
C (-0.9699, -0.4188, 0.1830)
C (-0.9822, -0.4180, 1.6380)
C (-1.6011, -1.6670, -0.4115)
O (1.8766, -0.2912, -2.1569)
O (3.3973, 2.3169, 1.1065)
O (-0.5335, 0.5428, -0.4054)
H (-0.4545, 0.3968, 1.9738)
H (-0.5946, -1.3008, 2.1334)
H (-2.0308, -0.2577, 2.0264)
H (-1.9395, -2.2388, 0.3539)
H (-0.8166, -2.0389, -0.9986)
H (-2.5276, -1.4824, -1.0524)

Relative energy (zero: lowest compared OMol25 entry of this formula, charge and spin) ... 5.9867 eV
HOMO (spin up / spin down) ... -8.337 / -8.338 eV
Total charge ... 0
Electronic energy ... -13492.546 eV


Below is the ion C7H16N3 with charge +1, with properties calculated with ωB97M-V with the def2-TZVPD basis set.

CARTESIAN COORDINATES (ANGSTROEM)
C (-2.6642, 1.1642, -1.0565)
C (-2.2292, 1.3949, 0.2222)
C (-0.3303, -1.4115, 1.2315)
C (-1.8306, 0.5256, 1.2614)
C (0.5495, -1.2237, -0.0382)
C (1.3093, 0.0979, 0.1223)
C (3.3376, 1.3502, -0.4443)
N (-1.6952, -0.8166, 0.9420)
N (-0.3095, -1.1667, -1.2804)
N (2.6247, 0.1600, -0.2207)
H (-2.8242, 1.9360, -1.7991)
H (-3.0865, 0.2228, -1.4117)
H (-2.1037, 2.3954, 0.4841)
H (-0.6282, -2.4105, 1.3827)
H (0.2194, -1.1926, 2.1578)
H (-1.6701, 0.7930, 2.3424)
H (1.2728, -2.0811, -0.0336)
H (0.6874, 0.9918, 0.2203)
H (4.1074, 1.1593, -1.1798)
H (2.6505, 2.1506, -0.6319)
H (3.7708, 1.8104, 0.4295)
H (-1.5921, -0.6473, -0.1481)
H (-0.5406, -2.1266, -1.4955)
H (0.2486, -0.9365, -1.9871)
H (-2.3984, -1.4584, 1.3301)
H (3.1249, -0.6804, -0.3992)

Relative energy (zero: lowest compared OMol25 entry of this formula, charge and spin) ... 6.6498 eV
HOMO (spin up / spin down) ... -9.364 / -8.758 eV
Total charge ... +1
Electronic energy ... -11976.748 eV


Below is a cluster of 2 separate species, C5H14NO2 in total, with properties calculated with ωB97M-V with the def2-TZVPD basis set.

CARTESIAN COORDINATES (ANGSTROEM)
C (0.7955, -0.1340, -1.0809)
O (0.2822, 0.0090, -2.2779)
C (-0.1438, -0.4675, 0.1916)
C (-1.4678, 0.2828, -0.2052)
C (-1.2489, 1.7721, -0.3241)
C (-2.5666, -0.0940, 0.8704)
N (0.4679, 0.0451, 1.3931)
H (1.6098, -0.9455, -1.0946)
H (1.3811, 0.7900, -0.7206)
H (-0.3599, -1.5340, 0.2850)
H (-1.7737, -0.2315, -1.1072)
H (-0.3649, 2.1967, 0.1731)
H (-1.3040, 2.1732, -1.3308)
H (-1.9182, 2.3847, 0.3284)
H (-3.0721, 0.7679, 1.3110)
H (-2.1584, -0.6479, 1.7154)
H (-3.1856, -0.8232, 0.3393)
H (-0.0858, 0.0051, 2.2374)
H (0.9257, 0.9397, 1.2707)
H (3.0363, -2.1016, 0.4854)
H (2.7387, -0.6433, 0.7888)
O (3.3743, -1.3511, 0.9447)

Relative energy (zero: lowest compared OMol25 entry of this formula, charge and spin) ... 1.3596 eV
HOMO ... -2.597 eV
Total charge ... -1
Electronic energy ... -10996.246 eV


total charge of number 2 (C7H6O3)? 0